## 1
The following is a quantum chemistry calculation of a 2-piece molecular cluster, C4H9NO3 overall, from the Open Molecules 2025 dataset.

Properties
Charge: 0
HOMO-LUMO gap: 0.374 Ha
Structure (SMILES): CN(C=O)CC=O.O
LUMO level: 0.527 eV
Highest occupied orbital energy: -0.35491 Eh

Atoms and positions in Å:
C  -0.25139  -0.76379  -1.00817
N  0.95898  -0.31428  -0.37312
C  1.94138  -1.23699  -0.07891
O  3.05373  -0.94941  0.31201
C  1.38108  1.06826  -0.49214
C  0.76598  1.91678  0.58794
O  0.68327  3.11499  0.57584
H  -0.51421  -0.28670  -1.95717
H  -0.24335  -1.82877  -1.25129
H  -1.12108  -0.64442  -0.36536
H  1.71237  -2.31663  -0.08958
H  1.18329  1.43176  -1.50386
H  2.46415  1.11860  -0.35381
H  0.41908  1.30305  1.45120
O  -3.74879  -0.64370  1.60408
H  -4.30195  -0.87419  0.87439
H  -4.38253  -0.09459  2.06794

***

## 2
The following is a quantum chemistry calculation of a 2-piece molecular cluster, C4H9NO3 overall, from the Open Molecules 2025 dataset.

Properties
Charge: 0
HOMO-LUMO gap: 0.379 Ha
Structure (SMILES): C/C=N\C.O=C(O)O
LUMO level: 0.712 eV
Highest occupied orbital energy: -0.35325 Eh

Atoms and positions in Å:
C  1.96542  0.56186  -1.37322
C  0.66632  0.69984  -0.64671
N  -0.09705  -0.26588  -0.25305
C  0.43176  -1.61892  -0.17546
H  2.59160  1.42413  -1.13319
H  2.49682  -0.35210  -1.10894
H  1.77667  0.57647  -2.45028
H  0.21587  1.70182  -0.67000
H  -0.34080  -2.28776  0.21140
H  0.72389  -1.97414  -1.16755
H  1.28600  -1.68442  0.50421
O  -2.20328  1.52565  0.55644
C  -1.88214  0.53204  1.17671
O  -2.66806  -0.54779  1.31994
O  -0.96062  0.59571  2.27355
H  -3.38830  -0.39163  0.68306
H  -0.61410  1.50513  2.25309

***

Most stable: 2

***

## 1
The following is a quantum chemistry calculation of a 2-piece molecular cluster, C4H9NO3 overall, from the Open Molecules 2025 dataset.

Properties
Charge: 0
HOMO-LUMO gap: 0.383 Ha
Structure (SMILES): CC(=O)NCC=O.O
LUMO level: 0.523 eV
Highest occupied orbital energy: -0.36386 Eh

Atoms and positions in Å:
C  1.67584  0.64181  0.41129
C  1.87240  -0.22774  -0.79547
O  2.91352  -0.33019  -1.40717
N  0.75560  -0.88785  -1.27148
C  -0.39857  -1.23326  -0.45846
C  -1.54652  -0.28786  -0.66690
O  -2.69203  -0.51894  -0.38778
H  2.07866  0.15290  1.29829
H  2.37096  1.47833  0.31496
H  0.67075  1.04062  0.50501
H  0.84435  -1.43908  -2.10616
H  -0.71870  -2.14877  -0.97201
H  -0.39200  -1.65101  0.54965
H  -1.21147  0.69682  -1.04089
O  -1.79396  1.88536  2.08860
H  -2.42377  1.74909  1.36317
H  -2.00506  1.07978  2.57536

***

## 2
The following is a quantum chemistry calculation of one molecule with the formula C4H9NO3, from the Open Molecules 2025 dataset.

Properties
Charge: 0
HOMO-LUMO gap: 0.352 Ha
Structure (SMILES): CN1C(O)(O)[C@]1(C)O
LUMO level: 0.470 eV
Highest occupied orbital energy: -0.33502 Eh

Atoms and positions in Å:
C  -1.62214  0.53059  -1.27392
N  -0.86151  -0.27585  -0.34332
C  -0.32980  0.39462  0.74845
O  -0.74317  -0.58638  1.98991
O  -0.44580  1.77815  0.92660
C  0.77437  -0.15785  -0.05988
C  1.35256  -1.51668  0.11868
O  1.62151  0.82649  -0.59953
H  -1.16022  0.51292  -2.26777
H  -1.76085  1.58286  -1.01301
H  -2.62640  0.10706  -1.35726
H  -1.62031  -0.42301  2.36885
H  0.37881  2.19852  0.63289
H  1.58712  -1.95070  -0.85743
H  2.26403  -1.47883  0.72215
H  0.64800  -2.19200  0.61647
H  2.54382  0.65007  -0.35188

***

## 3
The following is a quantum chemistry calculation of C4H9NO3 as an isolated structure, from the Open Molecules 2025 dataset.

Properties
Charge: 0
HOMO-LUMO gap: 0.360 Ha
LUMO level: 0.495 eV
Highest occupied orbital energy: -0.34147 Eh

Atoms and positions in Å:
C  -1.42042  -0.21381  0.09127
C  -0.29769  0.27845  -0.89375
C  1.14365  -0.07482  -0.42553
C  1.36430  -1.21839  0.36596
H  -1.90840  0.05863  2.22305
H  -0.90497  0.99361  1.24114
H  -2.54901  0.05645  -0.56009
H  -1.50217  -1.01937  -0.10185
H  -0.75980  0.15373  -2.18974
H  -1.33183  1.89595  -1.36066
H  2.02321  -0.18402  -1.42217
H  1.55510  1.03164  -0.04327
H  2.94490  -0.41507  1.04868
N  -1.18260  0.24635  1.35346
O  -0.36426  1.76440  -0.99015
O  2.51478  -1.15040  1.27502
O  0.67521  -2.20333  0.38861

***

Most stable: 1

***

## 1
The following is a quantum chemistry calculation of one molecule with the formula C4H9NO3, from the Open Molecules 2025 dataset.

Properties
Charge: 0
HOMO-LUMO gap: 0.376 Ha
Structure (SMILES): O=C(O)NCCCO
LUMO level: 0.540 eV
Highest occupied orbital energy: -0.35634 Eh

Atoms and positions in Å:
O  -0.55672  -3.30077  -0.57741
C  -0.26092  -2.14011  -0.48051
O  0.88205  -1.67185  0.06530
N  -1.01904  -1.11654  -0.99406
C  -1.18018  0.13805  -0.30631
C  -0.06729  1.19601  -0.39354
C  0.62401  1.55659  0.93416
O  2.05085  1.42467  0.79419
H  1.30142  -2.32611  0.63945
H  -1.43279  -1.26304  -1.89026
H  -2.13706  0.59380  -0.55533
H  -1.41196  -0.08135  0.73815
H  0.73114  0.81679  -1.01964
H  -0.49490  2.08975  -0.84124
H  0.52059  2.61534  1.16886
H  0.22185  0.98036  1.77566
H  2.22895  0.48843  0.94257

***

## 2
The following is a quantum chemistry calculation of one molecule with the formula C4H9NO3, from the Open Molecules 2025 dataset.

Properties
Charge: 0
HOMO-LUMO gap: 0.369 Ha
Structure (SMILES): C[C@H](CO)C(=O)NO
LUMO level: 0.308 eV
Highest occupied orbital energy: -0.35739 Eh

Atoms and positions in Å:
C  -0.09837  1.96165  -0.39843
C  -0.27350  0.53502  -0.11198
C  0.97672  0.37437  0.81063
O  1.03670  -1.00861  1.27971
C  -0.37876  -0.32231  -1.18429
O  0.28387  -0.04330  -2.32505
N  -1.01917  -1.61431  -0.87797
O  -1.11296  -2.21461  0.42614
H  1.17001  2.01659  -0.40459
H  -0.48328  2.45789  0.57584
H  -0.59959  2.06956  -1.30798
H  -1.17391  0.44404  0.66580
H  1.04994  0.96992  1.80917
H  1.68064  0.40823  -0.06471
H  0.34750  -1.19202  1.99974
H  -1.29104  -2.41892  -1.55788
H  -0.11481  -2.42319  0.66586

***

Most stable: 1